27
Properties=species:S:1:pos:R:3:forces:R:3 method="wB97M-V/def2-TZVPD" e_above_lowest_kcal_mol=48.8 e_homo_ev=-9.47 e_tot_ha=-687.94800 spin_multiplicity=1 smiles=O.O.O.O.O.O.O.O.O
O 20.463406 12.444074 8.327002 0.117 0.193 -0.204
H 17.766886 11.545564 11.595195 0.224 0.534 -0.108
H 20.384247 16.063484 11.148605 -0.049 -0.214 0.303
O 20.301946 16.453621 10.274149 0.027 0.180 -0.387
O 18.268879 10.784314 8.506535 -0.122 -0.313 -0.278
O 18.718631 13.339093 11.380513 -0.331 -0.572 0.312
H 18.954791 14.115962 11.892855 -0.229 0.347 -0.276
O 21.512461 12.739535 10.805389 0.239 0.100 0.303
H 19.932816 14.757894 13.216584 0.604 -0.205 0.399
H 16.407108 10.998683 11.205524 -0.195 0.001 -0.100
H 17.945670 10.659280 9.401971 -0.222 -0.013 0.226
H 19.681539 16.250814 13.348883 -0.343 0.351 0.033
O 20.299859 13.271498 14.075641 0.061 -0.228 0.017
H 20.835229 12.593207 9.201375 0.054 -0.055 0.144
H 19.475330 12.782892 14.037881 -0.296 -0.155 -0.118
H 21.191364 16.726642 10.045217 0.078 0.145 -0.176
H 18.372338 17.064020 11.700582 0.106 -0.021 -0.368
O 17.345679 10.822595 11.125508 -0.148 -0.515 0.412
H 21.433616 12.330080 11.668831 -0.190 -0.122 0.239
H 20.893191 12.706239 14.572677 0.222 0.052 0.195
O 19.715329 15.542352 12.703523 0.229 -0.068 0.245
H 21.182145 12.638406 7.724140 -0.043 -0.029 -0.285
H 17.038867 16.827580 12.382411 -0.137 -0.100 -0.020
H 22.456349 12.838114 10.669776 0.222 0.100 -0.107
O 17.775607 17.439409 12.350812 -0.090 0.373 0.250
H 19.031447 11.359711 8.605243 0.160 0.110 -0.372
H 19.498682 13.152089 10.854791 0.054 0.120 -0.279

=====

27
Properties=species:S:1:pos:R:3:forces:R:3 method="wB97M-V/def2-TZVPD" e_above_lowest_kcal_mol=51.3 e_homo_ev=-10.26 e_tot_ha=-687.94397 spin_multiplicity=1 smiles=O.O.O.O.O.O.O.O.O
O -15.673000 11.897000 -13.176000 1.303 -0.500 0.457
O -13.934000 15.995000 -14.549000 0.217 -0.180 -0.449
H -14.639000 13.307000 -12.926000 0.156 -0.183 -0.917
H -16.043000 14.947000 -12.000000 2.609 -0.303 -0.107
O -14.171000 14.403000 -9.958000 0.517 0.431 1.191
H -16.919000 12.521000 -10.487000 1.177 0.009 -0.139
H -17.316000 14.892000 -12.810000 0.141 0.235 0.454
H -17.696000 15.777000 -10.177000 0.081 -0.111 0.107
O -17.570000 15.843000 -9.218000 0.834 0.303 0.016
O -17.760000 12.882000 -14.436000 -0.205 1.278 0.400
O -19.463000 12.715000 -11.908000 0.736 0.584 0.478
H -15.857000 11.442000 -10.215000 0.117 -0.887 0.338
H -17.900000 12.019000 -14.786000 -0.179 -1.114 -0.569
H -16.639000 16.142000 -9.144000 -0.856 -0.277 -0.067
O -13.956000 13.996000 -12.942000 -0.568 -0.483 0.118
H -19.100000 12.892000 -12.783000 -0.227 -0.220 -0.049
H -16.322000 12.426000 -13.634000 -0.631 0.145 0.383
H -14.762000 13.641000 -9.870000 -0.107 0.087 0.111
H -15.620000 12.172000 -12.236000 -0.812 -0.458 -0.329
H -13.909000 14.666000 -9.039000 -0.391 -0.445 -1.325
O -15.943000 12.328000 -10.539000 -1.454 0.920 0.145
H -20.138000 12.050000 -11.958000 -0.385 -0.384 -0.366
H -13.917000 15.181000 -13.972000 0.408 0.944 -0.803
H -17.143000 13.323000 -15.023000 -0.078 0.227 -0.506
H -13.257000 15.927000 -15.251000 -0.587 -0.206 0.816
O -16.944000 15.140000 -11.948000 -2.638 0.123 -0.386
H -13.523000 13.821000 -12.119000 0.821 0.464 0.997

=====

27
Properties=species:S:1:pos:R:3:forces:R:3 method="wB97M-V/def2-TZVPD" e_above_lowest_kcal_mol=68.9 e_homo_ev=-10.94 e_tot_ha=-687.91601 spin_multiplicity=1 smiles=O.O.O.O.O.O.O.O.O
H -14.679500 -3.780210 7.007270 0.007 0.368 -0.095
H -12.107290 -7.849870 5.422550 -0.038 0.023 0.305
H -10.128910 -6.688800 7.384260 0.257 -0.023 -0.119
O -12.252020 -3.749000 3.652460 -0.153 0.270 0.018
H -17.732750 -7.837250 6.750620 -0.024 -0.120 0.241
H -17.036820 -2.124580 4.293430 -0.019 -0.146 -0.218
H -11.250060 -7.855430 4.174740 0.207 -0.075 -0.147
H -13.838960 -3.829270 10.204780 -0.201 -0.032 -0.326
H -17.478510 -7.571250 5.282120 0.071 -0.071 -0.240
H -11.091230 -6.962310 8.520490 -0.076 -0.102 0.279
H -13.234030 0.106270 6.426500 -0.105 0.206 0.086
H -16.298820 -6.432950 10.469010 0.079 -0.179 0.108
O -14.895310 -4.549810 7.533940 -0.122 -0.188 0.411
H -11.465590 -3.741540 3.106860 0.191 0.042 -0.120
H -12.840560 -0.978740 5.446790 0.032 -0.197 -0.273
O -12.783760 -0.736600 6.371110 0.068 -0.085 0.170
O -13.155280 -3.627130 10.843510 0.261 0.053 0.060
O -16.771640 -5.655820 10.171120 -0.160 -0.010 0.244
H -16.969670 -0.850840 5.108880 -0.002 0.246 0.031
H -16.284490 -5.358390 9.402710 0.156 0.259 -0.471
H -14.591560 -5.291550 7.010690 0.071 -0.176 -0.119
O -10.811640 -6.276790 7.913760 -0.183 0.083 -0.182
H -13.485530 -3.981920 11.668920 -0.095 -0.043 0.211
O -17.020130 -1.802840 5.194780 0.048 -0.108 0.192
O -17.860200 -7.179040 6.067430 -0.039 0.184 -0.010
O -12.112700 -7.597100 4.499340 -0.173 0.165 -0.168
H -12.381770 -4.671160 3.873860 -0.057 -0.343 0.134

=====

27
Properties=species:S:1:pos:R:3:forces:R:3 method="wB97M-V/def2-TZVPD" e_above_lowest_kcal_mol=189.2 e_homo_ev=-7.17 e_tot_ha=-687.72424 spin_multiplicity=1
H -0.051676 -3.750438 -1.089208 -0.161 0.070 0.047
O 4.037594 2.787256 -0.911431 0.201 0.789 0.807
H 0.656152 0.536534 0.534050 0.481 0.043 -0.039
O -3.432766 2.009537 1.813944 -12.915 -2.993 -2.149
H -1.562798 2.139812 1.146302 0.253 0.274 0.292
H 3.499351 1.914863 -3.837589 0.018 -0.010 0.049
H 4.005622 3.657941 -0.499270 0.006 -0.099 0.171
O -0.834047 -3.704261 -0.528180 0.230 -0.417 0.148
O 1.101465 0.127144 -0.216341 0.357 0.192 -0.007
H 2.009175 0.444859 -0.152221 0.008 0.198 -0.081
H -1.847321 1.550718 2.518182 0.507 0.606 0.055
H 4.719310 2.872683 -1.587416 -0.271 -0.247 -0.035
H -1.277796 -1.602050 -3.058571 -0.052 0.004 0.206
O -1.803627 2.389574 2.045529 13.652 2.420 1.944
H -0.832570 -2.751121 4.104679 0.025 0.065 -0.025
H -0.538508 -3.212628 0.246381 0.018 0.161 -0.204
H -2.557119 -2.137482 -3.680414 -0.003 0.007 0.081
O -2.159119 -1.918537 -2.830326 -0.029 0.042 -0.345
H -1.660546 -1.402304 1.053508 -0.073 -0.026 -0.016
H -3.841393 2.655693 1.227006 -0.449 0.016 0.034
H 3.798501 0.658599 -3.036120 0.038 0.055 0.037
H -0.919529 -0.137951 0.650583 -0.193 -0.342 -0.056
H -3.663594 1.159090 1.423499 -1.062 -0.368 -0.253
O -0.198100 -2.208001 3.623579 -0.059 -0.143 0.038
O -1.159535 -1.013759 0.327553 -0.460 0.162 0.352
O 3.878010 1.618558 -3.002239 -0.034 -0.554 -0.987
H 0.634865 -2.684329 3.714531 -0.032 0.094 -0.066

=====

27
Properties=species:S:1:pos:R:3:forces:R:3 method="wB97M-V/def2-TZVPD" e_above_lowest_kcal_mol=194.2 e_homo_ev=-7.07 e_tot_ha=-687.71628 spin_multiplicity=1
O 1.665975 2.755896 0.441285 -0.884 0.364 -0.080
O -2.784986 -1.414478 2.235037 0.054 -0.050 0.191
O -4.176418 -0.723166 -1.871083 -0.092 -0.043 0.165
H 0.385295 -2.123066 2.112705 0.178 -0.037 -0.037
H 1.009313 3.233980 -0.077580 -0.012 -0.095 -0.069
H 3.946760 0.779201 1.322420 0.187 0.117 0.031
O -0.701894 -0.042615 -1.624601 -0.359 0.211 0.261
O 2.054469 -0.959364 -1.131732 -13.474 -2.123 6.800
H 2.033954 -1.891761 -1.375050 -0.841 0.177 0.332
H -3.281350 2.845908 -0.778326 0.052 0.063 -0.029
H 2.238688 -0.967874 -0.185698 -0.331 -0.098 0.077
H -4.276715 -0.784204 -0.914420 0.021 -0.022 -0.024
H -0.069098 -0.263757 -0.932030 0.429 -0.184 -0.241
H 3.806519 -1.706526 -1.954305 0.707 0.049 -0.297
H -3.071948 -1.959245 2.976570 -0.060 0.076 -0.080
H -1.498111 0.208881 -1.143167 -0.085 -0.105 -0.223
H -1.825788 -1.508919 2.232036 -0.091 -0.061 -0.247
O 3.722138 1.716337 1.304793 0.423 -0.765 0.560
H 4.298021 -0.268615 -1.983966 1.706 0.347 -0.899
H -4.225220 -1.637911 -2.170833 0.093 0.118 -0.033
H 2.759246 1.727511 1.346068 0.647 0.025 -0.396
H 0.297819 -3.523425 1.528426 -0.036 0.003 -0.072
O -3.202307 3.605275 -0.190021 -0.130 -0.117 0.015
H -4.096338 3.736020 0.145544 0.105 0.031 -0.011
H 1.211767 2.555999 1.267558 -0.367 0.340 -0.054
O 0.278204 -2.592899 1.277973 -0.060 0.060 0.262
O 3.502004 -0.797180 -1.857606 12.220 1.720 -5.900